[1]
Formula: C56H51HfNOP4S4
Source: the OMol25 dataset
Level of theory: the ωB97M-V functional and the def2-TZVPD basis

Cartesian coordinates (Å):
1 Hf 0.17186 0.50921 -0.06242
2 S 2.64124 1.35513 -0.25410
3 S -1.31215 2.57500 0.85893
4 S -1.51854 -1.27313 0.87750
5 S -0.55592 -0.87192 -2.38571
6 P 1.83810 2.27156 -1.87227
7 P -0.82219 -0.49902 2.63431
8 P -0.04923 2.23946 2.40869
9 P -0.67387 1.05369 -2.98589
10 O 1.48031 -1.41084 -0.17380
11 N 1.09373 -3.65425 -0.28352
12 C 2.61708 2.90916 2.77444
13 C 3.46395 -3.56929 1.36065
14 C 1.26332 4.60388 1.73035
15 C 3.76556 5.85982 -1.56952
16 C -4.42471 1.06858 5.04369
17 C -5.14253 2.19832 -2.75157
18 C -2.20869 0.14557 4.97788
19 C 1.46434 -2.73317 5.16973
20 C -4.44412 2.44117 -3.92257
21 C 4.01122 0.68074 -5.59982
22 C 3.92262 -3.69327 -0.11195
23 C 2.35981 5.45088 1.68940
24 C -1.02206 -2.96108 3.95028
25 C -0.46853 2.97301 6.38934
26 C 3.19101 -2.75923 -1.11262
27 C 1.41825 6.31789 -1.84128
28 C -3.10311 2.09204 -4.02407
29 C -0.72782 2.78400 4.00537
30 C -3.41591 0.51617 2.93300
31 C -1.92878 3.47412 4.08037
32 C 2.74514 1.69929 -3.34066
33 C 2.22487 -4.39895 1.75116
34 C -0.22759 -1.84310 3.70792
35 C 3.79418 2.04434 -5.47956
36 C 0.40935 0.60963 2.27472
37 C -4.49750 1.58873 -1.68328
38 C 0.67224 -3.84527 5.40885
39 C 0.90903 -3.89912 1.15602
40 C 3.58215 5.02963 2.19231
41 C 0.39047 1.89042 -7.37103
42 C -2.44678 1.49409 -2.95381
43 C -3.16448 1.23310 -1.78810
44 C 1.82102 -2.52654 -0.54103
45 C -1.67229 3.66496 6.46304
46 C 0.18896 1.94741 -1.84907
47 C -0.57153 -3.96041 4.79603
48 C 1.01620 -1.73233 4.31551
49 C -0.20957 1.35355 -4.71287
50 C 3.59172 -0.17892 -4.59232
51 C 1.15662 4.95412 -1.88461
52 C -2.26579 0.08721 3.58602
53 C -2.40069 3.91319 5.31075
54 C 3.50551 4.50065 -1.60713
55 C -0.07408 2.67037 -5.14766
56 C 3.71098 3.75802 2.73426
57 C -3.28096 0.63902 5.70328
58 C 2.96142 0.32858 -3.47031
59 C -4.49067 1.00526 3.66056
60 C 0.27187 0.57876 -6.93822
61 C 1.38987 3.33199 2.27505
62 C -0.03265 0.30932 -5.61012
63 C 0.21795 2.93752 -6.47398
64 C 2.72081 6.76958 -1.69240
65 C 0.00352 2.53411 5.16450
66 C 3.16421 2.55476 -4.35230
67 C 2.20064 4.04525 -1.77885
68 H -0.12846 -0.71312 -5.26367
69 H -2.58131 2.28777 -4.95141
70 H -2.50199 3.65005 3.17780
71 H -1.18996 -4.82923 4.98335
72 H 4.66917 3.42128 3.11006
73 H 2.43275 -2.64225 5.64637
74 H 0.31922 3.96264 -6.80800
75 H -1.99035 -3.04899 3.46984
76 H 4.98958 -3.47723 -0.17447
77 H -3.34266 4.44434 5.36579
78 H 0.14439 4.57496 -1.97808
79 H -0.19728 3.48570 -4.44217
80 H 3.30140 -2.51537 1.61282
81 H 4.43962 5.69022 2.15068
82 H 4.31610 3.78891 -1.49563
83 H 3.68678 -1.79276 -1.18975
84 H 0.10207 2.77535 7.28826
85 H 2.71361 1.89837 3.15329
86 H 1.51646 -4.46053 -0.72695
87 H 2.92484 7.83291 -1.66282
88 H 4.50334 0.28585 -6.47989
89 H 1.62068 -0.85917 4.09582
90 H 3.80947 -4.73639 -0.42236
91 H 2.12304 -4.41160 2.83879
92 H 4.28979 -3.90269 1.99179
93 H -5.03387 1.38032 -0.76583
94 H -2.69866 0.72579 -0.95242
95 H 0.09503 -4.60689 1.30664
96 H 0.41567 -0.23834 -7.63383
97 H -1.31987 -0.18585 5.50123
98 H 2.99459 3.62133 -4.27113
99 H -4.93849 2.90297 -4.76799
100 H 4.78071 6.21287 -1.43810
101 H -5.38234 1.33663 3.14299
102 H -6.18662 2.47321 -2.67216
103 H 0.31380 4.91941 1.31389
104 H 3.75144 -1.24618 -4.68607
105 H -5.26519 1.45143 5.60925
106 H -2.04088 4.00793 7.42176
107 H 4.11214 2.71693 -6.26635
108 H 0.60255 7.02587 -1.92049
109 H 1.02058 -4.62671 6.07288
110 H 0.94011 1.99039 5.10773
111 H 2.61387 -0.33445 -2.68736
112 H -3.22124 0.68908 6.78314
113 H 0.60931 -2.95547 1.59648
114 H 2.39232 -5.43907 1.44503
115 H -3.46301 0.46427 1.85312
116 H 0.62407 2.09933 -8.40752
117 H 2.26291 6.43437 1.24802
118 H 3.13771 -3.20619 -2.10790

Largest force on an atom in eV/Å: 0.58
ΔE to the lowest compared entry with this formula, charge and spin in kJ/mol: 50.5
E in eV: -144247.1532
Net charge: 0

=====

[2]
Formula: C56H53BrClN6O2P2Pd
Source: the OMol25 dataset
Level of theory: the ωB97M-V functional and the def2-TZVPD basis

Cartesian coordinates (Å):
1 Pd -0.50849 -1.02014 1.07907
2 Br -13.20845 0.76264 -1.59531
3 Cl 1.83827 -1.14631 -5.46063
4 P 1.31174 -1.83623 1.95919
5 P 4.27755 -2.61016 1.43679
6 O -2.84255 -1.52479 2.31254
7 O 1.91980 3.12364 -0.34486
8 N -0.02011 3.09121 1.25602
9 N -8.05274 -2.07568 -1.08642
10 N -6.88796 -1.54875 -1.20563
11 N -2.26720 -0.86080 -0.29207
12 N -0.28399 0.96726 1.55689
13 N 0.54626 2.83134 2.45006
14 C 6.99305 0.09847 2.81700
15 C 0.03882 -1.85433 4.38031
16 C -10.40314 0.67507 -1.51375
17 C 0.88353 1.32910 -2.47418
18 C 2.93232 -1.26739 1.46065
19 C -0.61218 -3.70590 1.38222
20 C 0.52264 -3.03062 0.88460
21 C -6.13858 -1.87862 1.05197
22 C 2.29060 -2.75921 4.39042
23 C 7.90118 -0.78951 0.77901
24 C -3.52196 -1.15852 0.07533
25 C 0.40820 2.46740 -3.12508
26 C 0.36948 1.54800 2.60885
27 C -9.15314 -1.36675 -1.23640
28 C -3.02941 -0.58100 -2.54206
29 C 0.41511 2.46006 -4.51956
30 C 0.13407 4.38451 0.59894
31 C -1.38130 -4.48914 0.52761
32 C -5.12729 -1.86430 1.91951
33 C -9.20161 0.05682 -1.41675
34 C -11.57388 -1.49526 -1.28513
35 C -3.75243 -1.50835 1.51671
36 C -0.50286 1.97947 0.72827
37 C 4.16871 -3.06453 -0.32251
38 C 0.06921 -3.90725 -1.32116
39 C -0.05804 -2.08988 5.74192
40 C 3.62042 5.47161 -0.85200
41 C 5.85783 -0.67531 2.64513
42 C 0.86183 1.36632 -5.24739
43 C 5.71986 -1.49551 1.52380
44 C 6.75888 -1.55852 0.59862
45 C 3.80595 -4.81101 -1.95038
46 C 1.33782 4.42844 -0.39962
47 C 2.17935 -2.98924 5.75075
48 C 0.80975 4.70379 -1.81653
49 C 1.78512 6.90713 0.01454
50 C 2.86152 5.19352 1.48624
51 C 2.38482 5.49640 0.05928
52 C -0.17026 3.67480 -2.41212
53 C 3.97483 -4.40824 -0.62885
54 C 8.01682 0.04428 1.87978
55 C 1.32746 0.22194 -3.18477
56 C 3.82922 -3.87068 -2.96805
57 C 1.01106 -2.65476 6.42475
58 C 4.04347 -2.52629 -2.67293
59 C -4.57821 -1.17803 -0.82837
60 C 0.84182 -3.12305 -0.49339
61 C -4.32108 -0.87763 -2.16622
62 C 4.21493 -2.12665 -1.35872
63 C -1.03351 -4.59513 -0.80756
64 C -10.37006 -2.12356 -1.18762
65 C 1.30660 0.24294 -4.57032
66 C -2.02992 -0.58750 -1.57479
67 C -11.59646 -0.09674 -1.44642
68 C 1.21485 -2.19097 3.69998
69 C -5.92958 -1.54225 -0.35585
70 H 1.65229 4.81017 -2.50108
71 H 3.66670 -5.85906 -2.18100
72 H 1.70578 -0.65467 -2.67082
73 H 3.23315 4.17270 1.57801
74 H -12.50295 -2.04595 -1.24823
75 H -0.84633 -3.65894 2.43902
76 H -5.25731 -2.13614 2.95921
77 H 2.47801 7.60783 0.48097
78 H 4.41332 -1.08245 -1.13935
79 H 0.30735 5.67285 -1.80182
80 H 0.93574 -2.83286 7.48917
81 H 2.08330 5.33504 2.23680
82 H 2.85011 -0.75720 0.49926
83 H 7.08906 0.72972 3.69036
84 H 4.09575 -1.79855 -3.47249
85 H -2.77703 -0.35107 -3.56803
86 H 5.08815 -0.65280 3.41161
87 H -0.89010 3.35237 -1.65531
88 H 4.32845 6.22280 -0.50202
89 H 4.15539 4.51764 -0.81786
90 H -0.80401 4.59862 0.08911
91 H -0.98532 1.91913 -0.23055
92 H 0.68730 1.01060 3.48773
93 H -8.27942 0.61810 -1.48950
94 H 0.93282 1.30597 -1.39312
95 H -1.61906 -5.22681 -1.46357
96 H 6.69261 -2.21519 -0.25893
97 H 0.84171 6.98502 0.55982
98 H 3.19802 -3.03702 3.86975
99 H 3.67494 5.87279 1.74133
100 H 0.86057 1.38296 -6.32856
101 H -7.13812 -2.16126 1.35781
102 H -0.96434 -1.82772 6.27059
103 H 3.20713 -0.51900 2.20961
104 H -10.29463 -3.19662 -1.06723
105 H 3.70461 -4.18290 -3.99696
106 H 1.70618 -2.60352 -0.88801
107 H -10.47857 1.74370 -1.65683
108 H 3.39315 5.71126 -1.89022
109 H 2.73226 3.14903 -0.86371
110 H -5.12553 -0.88580 -2.88996
111 H 0.33101 -4.00050 -2.36698
112 H 1.61685 7.25090 -1.00625
113 H 8.90913 0.63975 2.01755
114 H -1.00528 -0.36154 -1.84572
115 H -0.79670 -1.40994 3.85094
116 H 0.05630 3.32967 -5.05756
117 H 3.00744 -3.43278 6.28656
118 H 8.70501 -0.85028 0.05759
119 H 3.95664 -5.14331 0.16734
120 H -2.22807 -5.03710 0.91881
121 H -0.77522 4.20915 -3.14630
122 H 0.24338 5.11154 1.39566

Largest force on an atom in eV/Å: 0.17
ΔE to the lowest compared entry with this formula, charge and spin in kJ/mol: 0.0
E in eV: -176566.5497
Net charge: +3

=====

Respective gap between HOMO and LUMO values: 7.54, 4.18 eV.